The following is a DFT calculation (ωB97M-V with the def2-TZVPD basis set) of 2 unconnected molecules or ions with the total composition C6H12O3.

Each line ends with the Mulliken charge.
Positions of all 21 atoms, in Å:
C -0.29066 -0.69392 1.86599  -1.360
C 0.55941 -0.10702 0.76870  0.930
O 1.51213 0.77972 1.24635  -0.554
C 0.85075 -0.74292 -0.42746  -0.002
C 2.00082 -0.35087 -1.29291  -1.377
O 0.26893 -1.91749 -0.79891  -0.552
H -0.93401 0.10074 2.24927  0.287
H -0.93612 -1.50849 1.53891  0.448
H 0.33690 -1.04666 2.68533  0.322
H 1.02435 1.59743 1.45852  0.434
H 2.23617 0.69636 -1.11783  0.345
H 1.73160 -0.48929 -2.33878  0.394
H 2.86503 -0.97318 -1.05889  0.353
H -0.24515 -2.28074 -0.06748  0.342
C -2.10587 0.65991 -0.79313  -1.054
C -0.81059 1.30925 -0.37919  0.533
O -0.74479 2.23178 0.42924  -0.629
H -2.51019 1.19972 -1.64777  0.363
H -1.92164 -0.36914 -1.10101  0.292
H -2.81904 0.66978 0.02898  0.285
H -0.06803 1.23505 -1.24794  0.200

Forces on the atoms, in the same order (eV/Å):
-0.24 0.45 -0.43
1.57 -2.43 -0.64
-0.82 0.38 -0.46
0.44 -0.04 2.49
-0.69 0.34 -0.10
-0.19 0.33 -0.24
-0.13 -0.03 0.15
-0.10 -0.01 0.00
0.06 0.02 -0.09
0.10 0.09 -0.07
0.17 -0.08 0.01
0.07 -0.07 -0.12
-0.01 0.02 0.00
0.01 0.09 -0.04
0.18 -0.78 0.92
0.07 1.90 -2.40
0.14 -0.73 0.19
0.09 0.15 0.01
-0.08 -0.06 -0.12
-0.13 0.06 -0.03
-0.51 0.40 0.99

Summary:
charge = 0
structure (SMILES) = C/C(O)=C(/C)O.CC=O
total energy = -12557.354 eV

***

The following is a DFT calculation (ωB97M-V with the def2-TZVPD basis set) of 3 unconnected molecules or ions with the total composition C6H12O3.

Each line ends with the Mulliken charge.
Positions of all 21 atoms, in Å:
C -1.26105 1.79794 -0.12530  0.119
C 0.37427 -1.21153 0.30985  0.964
C 1.57964 -0.86138 -0.17491  -1.310
C -0.56302 -2.07562 -0.47615  -1.276
C 0.04023 -1.02028 1.75970  -1.286
C 1.34269 1.00597 -1.37063  0.167
O -1.31997 2.06378 -1.48610  -0.526
O -0.13069 2.33820 0.50000  -0.444
O 2.32433 1.58691 -1.45882  -0.299
H -0.57316 1.61504 -1.91605  0.407
H -0.10040 3.28500 0.32286  0.284
H -2.17751 2.23450 0.29479  0.340
H -1.22349 0.69465 0.10615  -0.099
H 2.31574 -0.40025 0.46420  0.408
H 1.93775 -1.25270 -1.11504  0.438
H 0.41741 -0.06138 2.10826  0.357
H -1.03683 -1.05172 1.91554  0.327
H -1.55580 -1.61127 -0.51873  0.288
H -0.66598 -3.04728 -0.00498  0.369
H -0.21157 -2.21470 -1.49434  0.373
H 0.48741 -1.81388 2.35971  0.401

Forces on the atoms, in the same order (eV/Å):
-0.52 -0.82 0.51
1.35 -1.04 0.07
-0.62 -1.38 1.05
-0.13 0.68 -0.24
-0.19 0.44 -0.16
1.14 1.99 -1.41
0.03 0.03 -0.42
0.32 0.05 0.21
-0.94 -0.86 0.36
-0.25 0.04 0.22
-0.08 0.01 -0.02
0.11 -0.18 -0.05
-0.04 1.08 -0.29
0.06 0.22 0.08
-0.08 0.10 -0.20
0.02 0.05 0.17
-0.09 0.05 0.11
0.00 -0.16 0.01
-0.08 -0.20 0.14
0.02 -0.06 -0.11
-0.01 -0.04 0.00

Summary:
charge = 0
total energy = -12557.149 eV

***

The following is a DFT calculation (ωB97M-V with the def2-TZVPD basis set) of 2 unconnected molecules or ions with the total composition C6H12O4.

Each line ends with the Mulliken charge.
Positions of all 22 atoms, in Å:
C -0.01001 0.22174 -0.76052  -0.315
O -0.66860 0.62671 -1.93617  -0.355
C -1.88115 1.30502 -1.77637  0.720
C -2.53664 1.80045 -3.06463  -0.942
O -2.34559 1.63970 -0.67422  -0.559
H 0.83370 -0.45790 -0.96750  -0.003
H -0.70523 -0.28138 -0.06761  0.287
H 0.38112 1.12871 -0.26956  0.335
H -3.18769 0.94878 -3.32429  0.241
H -1.74159 1.88012 -3.82499  0.288
H -3.13940 2.72390 -3.08777  0.311
C 2.25193 -1.61596 0.24101  -0.637
O 1.46761 -0.79118 1.10833  -0.225
C 1.42341 -1.05908 2.44552  0.639
C 0.29988 -0.34437 3.12234  -0.888
O 2.13803 -1.89406 2.99914  -0.578
H 1.89285 -1.26165 -0.73987  0.236
H 2.05466 -2.69845 0.31782  0.313
H 3.34125 -1.45203 0.29706  0.288
H 0.08630 -0.83108 4.08883  0.312
H -0.64277 -0.25754 2.55624  0.279
H 0.68793 0.66956 3.31720  0.256

Forces on the atoms, in the same order (eV/Å):
-0.09 0.42 1.22
-2.34 0.68 -1.14
0.02 2.26 2.60
0.92 -1.45 -0.68
1.42 -1.55 -2.33
-1.52 1.11 -0.72
0.27 0.25 -0.32
-0.10 -0.46 0.04
0.07 0.40 -0.38
-0.47 -0.14 0.11
0.48 -0.51 0.90
0.39 -0.11 -0.64
0.44 -0.41 1.14
0.62 -2.63 0.11
-0.08 0.68 0.68
-1.02 1.77 -1.28
1.11 -0.93 0.45
-0.13 0.53 0.38
-0.51 0.11 0.34
0.27 0.24 -0.47
0.67 -0.09 -0.07
-0.42 -0.17 0.06

Summary:
charge = 0
structure (SMILES) = COC(C)=O.COC(C)=O
total energy = -14605.700 eV

***

The following is a DFT calculation (ωB97M-V with the def2-TZVPD basis set) of 2 unconnected molecules or ions with the total composition C6H12O6.

Each line ends with the Mulliken charge.
Positions of all 24 atoms, in Å:
C -4.01106 3.53709 0.28955  -0.188
O -3.19073 2.92845 1.27761  -0.381
C -3.76488 1.69429 1.48237  -0.252
O -3.74322 0.77995 0.43451  -0.332
C -4.31184 1.36464 -0.63955  -0.192
O -3.85917 2.72240 -0.86724  -0.400
H -3.66916 4.56711 0.07132  0.243
H -5.07662 3.59159 0.58463  0.325
H -4.79019 1.67086 1.89907  0.365
H -3.06131 1.46876 2.30673  0.243
H -5.40611 1.40040 -0.47604  0.345
H -4.12536 0.73875 -1.53338  0.225
C 4.57545 -1.11422 0.23479  -0.141
O 3.18559 -1.17649 -0.06699  -0.380
C 2.77199 -2.49411 -0.50472  -0.108
O 3.65219 -2.97732 -1.49585  -0.378
C 4.93735 -2.93446 -1.06182  -0.205
O 5.29696 -1.62313 -0.81233  -0.387
H 4.65019 -1.62419 1.21447  0.316
H 4.93246 -0.07490 0.36826  0.216
H 1.76800 -2.28101 -0.91947  0.205
H 2.64560 -3.20531 0.33413  0.295
H 5.46489 -3.37162 -1.93132  0.218
H 5.12897 -3.58751 -0.18873  0.348

Forces on the atoms, in the same order (eV/Å):
0.69 0.01 -0.97
-1.90 1.81 -1.42
1.30 -1.28 3.72
1.88 -0.16 0.83
-1.52 1.06 -1.71
-0.37 -0.34 -0.25
0.09 -0.77 -0.03
0.31 -0.28 0.21
0.05 0.78 -0.28
-0.71 -1.74 -0.37
0.00 0.21 -0.12
0.18 0.70 0.39
-1.02 0.62 0.89
-0.15 -0.34 -0.24
-0.45 1.54 0.04
-2.66 -0.25 0.30
1.26 -1.32 -0.98
1.52 -0.15 -0.02
0.74 -0.38 -0.38
-0.74 -0.41 -0.14
0.69 -0.49 -0.13
0.56 0.22 -0.09
0.48 0.67 0.64
-0.22 0.29 0.11

Summary:
charge = 0
structure (SMILES) = C1OCOCO1.C1OCOCO1
total energy = -18698.349 eV

***

The following is a DFT calculation (ωB97M-V with the def2-TZVPD basis set) of a molecular structure, C6H12OSi.

Each line ends with the Mulliken charge.
Positions of all 20 atoms, in Å:
C -0.22065 -1.10409 0.22337  -1.064
C 4.37379 0.56995 -0.36956  -0.723
C 1.00269 -0.39802 -0.27195  -0.155
C 3.13451 0.29342 -0.68035  0.032
C -3.52818 1.56899 0.64450  -0.480
C 2.29282 -0.56919 0.08242  -0.186
O -3.33797 0.42444 -0.21735  -0.198
Si -2.55379 -0.99616 -0.35550  0.430
H -0.33935 -0.89623 1.25792  0.309
H -0.07366 -2.14711 0.05757  0.287
H 4.99062 1.27082 -0.98014  0.247
H 4.81836 0.14856 0.60556  0.195
H 0.76189 0.45280 -0.87759  0.263
H 2.55372 0.62872 -1.56742  0.184
H -2.87997 1.50620 1.47345  0.289
H -4.59535 1.47084 1.03363  0.207
H -3.38502 2.42461 0.04296  0.232
H 2.56481 -1.10817 0.98419  0.360
H -2.70125 -1.53917 -1.72922  -0.098
H -2.87801 -2.00120 0.64351  -0.129

Forces on the atoms, in the same order (eV/Å):
-2.12 0.55 -0.95
2.46 0.71 0.97
-1.06 -0.24 0.70
-0.29 -0.07 -0.79
-2.18 -2.54 -0.22
-2.54 0.40 0.15
0.09 0.06 -0.17
3.47 0.46 0.32
-0.21 -0.14 1.19
-0.19 -1.02 0.19
-0.46 -0.74 0.68
-0.58 0.69 -1.77
0.26 0.12 -0.92
1.27 0.28 0.46
0.93 0.21 0.92
1.32 0.53 -0.52
0.09 1.05 -0.37
0.32 -0.39 -0.42
-0.16 0.28 0.21
-0.43 -0.20 0.33

Summary:
charge = 0
total energy = -16338.586 eV

***

The following is a DFT calculation (ωB97M-V with the def2-TZVPD basis set) of 2 unconnected molecules or ions with the total composition C6H12OSi.

Each line ends with the Mulliken charge.
Positions of all 20 atoms, in Å:
C -1.58853 -1.72607 -1.84518  -1.045
Si 0.15259 -0.94699 -1.75973  0.671
C 1.28506 -1.75696 -0.43529  -1.059
O 0.68573 0.06474 -2.71371  -0.563
H -1.82872 -2.66485 -2.37672  0.365
H -1.91834 -2.00920 -0.83462  0.332
H -2.25092 -0.95022 -2.20208  0.289
H 0.63974 -2.20697 0.33410  0.297
H 1.95754 -2.43728 -0.79877  0.444
H 1.95566 -0.98158 -0.01166  0.245
C 1.92145 2.40293 -0.43411  -0.705
C 1.14067 1.79068 0.38988  0.046
C 0.41153 1.19147 1.32050  0.053
C -0.76424 1.75353 2.07996  -0.958
H 2.86785 2.78464 -0.31234  0.320
H 1.79124 2.04148 -1.50463  0.178
H 0.79490 0.18092 1.63967  0.281
H -0.86507 1.28937 3.08032  0.301
H -1.65183 1.67070 1.56081  0.254
H -0.49036 2.95639 2.18575  0.253

Forces on the atoms, in the same order (eV/Å):
0.15 -0.24 0.76
-0.21 -2.78 1.53
-1.99 2.62 0.82
0.45 1.53 -1.23
0.78 0.55 -0.33
0.16 0.43 0.07
-0.30 0.16 -0.19
0.43 0.10 -0.07
1.35 -2.12 -1.30
-0.69 -0.17 -0.02
-1.43 -2.51 -3.24
-0.76 -0.26 2.11
1.08 -0.96 -0.31
3.00 3.29 1.33
1.74 1.31 1.09
-0.27 0.86 1.00
-0.51 1.00 -0.43
0.13 0.40 -0.57
-1.98 -0.16 -1.07
-1.14 -3.06 0.05

Summary:
charge = 0
structure (SMILES) = C[Si](C)=O.C=C=CC
total energy = -16339.412 eV

***

The following is a DFT calculation (ωB97M-V with the def2-TZVPD basis set) of a single C6H12P2S2 molecule.

Each line ends with the Mulliken charge.
Positions of all 22 atoms, in Å:
C 1.73041 0.07411 -0.37093  -0.701
C -2.23721 -0.18701 0.02881  -0.749
C 1.39714 1.16803 0.70412  -0.961
C 1.59659 -1.29034 0.39407  -0.528
C -1.49479 1.12009 0.40071  -0.745
C -1.24849 -1.32860 -0.20718  -0.951
P -0.14870 0.76761 1.61405  0.622
P 0.01377 -1.46377 1.25019  -0.149
S -0.13678 2.32366 3.07721  -0.165
S 1.67432 2.70345 3.59079  -0.392
H 1.15088 0.13161 -1.33340  0.213
H 2.69237 0.39448 -0.63576  0.445
H -2.79699 -0.67889 0.83296  0.299
H -2.95876 0.00090 -0.69236  0.435
H 2.29242 1.43314 1.38733  0.473
H 1.37029 2.20275 0.21167  0.417
H 1.76847 -2.00255 -0.49777  0.361
H 2.46817 -1.47005 1.20348  0.355
H -1.19341 1.48965 -0.65435  0.246
H -2.00863 2.00322 0.75973  0.526
H -1.68972 -2.22179 -0.26205  0.592
H -0.61090 -1.22749 -1.05753  0.355

Forces on the atoms, in the same order (eV/Å):
-1.42 0.86 2.08
0.96 -0.81 2.83
1.12 1.83 -1.04
3.05 -0.32 -1.73
0.18 -0.06 -1.97
2.68 3.47 0.67
1.30 0.84 -1.80
-1.38 -0.20 0.25
-2.03 -0.61 -0.14
1.60 0.30 0.47
0.02 -0.15 1.23
1.82 -0.50 -0.59
-0.36 0.96 0.52
-1.02 0.14 -1.86
-1.43 -1.24 -0.53
-0.76 -1.26 0.56
-0.50 0.12 1.90
-1.90 0.55 -1.96
0.62 -0.46 1.81
-0.84 -0.28 0.39
-1.98 -3.46 -0.19
0.27 0.29 -0.91

Summary:
charge = 0
total energy = -46662.844 eV

***

The following is a DFT calculation (ωB97M-V with the def2-TZVPD basis set) of a molecular structure, C6H12S.

Each line ends with the Mulliken charge.
Positions of all 19 atoms, in Å:
C -2.04562 0.09633 -0.71351  -1.014
C -0.63402 -0.20891 0.03155  0.194
C -0.69253 -1.64778 0.31787  -1.080
C 0.40945 0.65685 0.20956  1.075
C 0.31414 2.09394 -0.09623  -1.509
C 1.69894 0.15155 0.77481  -0.933
H -2.67388 1.06478 -0.84208  0.371
H -2.72454 -0.56169 -0.04174  0.270
H -2.00920 -0.56071 -1.71252  0.252
H 0.28390 -1.85453 1.01177  0.114
H -0.40339 -2.22434 -0.96648  0.184
H -1.65958 -2.28765 0.78861  0.355
H 1.27237 2.36802 -0.39179  0.417
H 0.13184 2.71843 0.79118  0.263
H -0.52021 2.22830 -0.74885  0.367
H 1.59482 -0.60138 1.67456  0.428
H 2.46427 0.93578 1.19180  0.313
H 2.41153 -2.00522 -0.62855  0.132
S 2.78172 -0.36177 -0.64998  -0.199

Forces on the atoms, in the same order (eV/Å):
-0.88 -2.10 0.22
-2.25 2.25 -1.09
2.87 -4.15 -0.71
-1.83 -2.12 1.26
-1.05 -0.35 1.32
2.10 0.14 1.77
1.96 -1.26 0.14
0.65 1.22 -1.22
-0.13 1.81 1.89
-2.49 -0.28 -1.76
-0.92 1.32 4.05
2.60 2.40 -1.47
1.44 1.06 -1.45
-0.10 -0.38 0.10
-0.06 0.60 -0.87
0.34 1.21 -2.16
-2.04 -0.83 -0.50
0.80 3.92 -0.20
-1.02 -4.45 0.67

Summary:
charge = 0
total energy = -17247.146 eV

***

The following is a DFT calculation (ωB97M-V with the def2-TZVPD basis set) of a single C6H12S molecule.

Each line ends with the Mulliken charge.
Positions of all 19 atoms, in Å:
C -0.89261 -1.15418 -1.19672  -1.014
C -1.30298 -0.05625 -0.12166  -0.669
C -0.08700 0.75747 0.10786  0.450
C 0.35356 1.82628 -0.89949  -1.285
C 1.09205 0.13625 1.00046  -0.070
C 0.71056 -1.10227 1.78288  -0.856
S 2.03271 -1.45001 0.40023  -0.246
H -0.13823 -1.67061 -0.76935  0.306
H -0.20579 -0.75456 -2.10435  0.199
H -1.72251 -1.74999 -1.51379  0.365
H -2.20482 0.58482 -0.25910  0.382
H -1.62923 -0.66305 0.68665  0.356
H -0.29556 1.54495 0.80899  0.207
H -0.41162 2.49381 -1.34143  0.346
H 0.79699 1.43011 -1.87742  0.283
H 1.31003 2.32399 -0.33285  0.259
H 1.79586 0.82847 1.40289  0.509
H -0.17502 -1.76825 1.52497  0.112
H 0.97361 -1.55695 2.70122  0.367

Forces on the atoms, in the same order (eV/Å):
-0.60 3.83 -2.51
-0.13 -1.06 -2.34
1.54 1.97 2.46
3.68 -0.69 -1.71
-1.85 -2.83 -1.43
-0.13 -1.69 -2.73
-1.05 1.40 1.34
1.82 -2.35 1.74
-2.27 -0.37 1.56
-0.27 -0.41 -0.42
0.76 -0.31 -0.84
0.14 -0.22 1.25
-1.11 0.07 1.43
0.19 -0.03 1.27
-0.24 0.06 1.29
-2.56 -0.44 -1.70
0.20 0.39 0.36
0.73 1.73 -0.29
1.16 0.94 1.26

Summary:
charge = 0
structure (SMILES) = CC[C@H](C)[C@H]1CS1
total energy = -17248.795 eV

***

The following is a DFT calculation (ωB97M-V with the def2-TZVPD basis set) of 2 unconnected molecules or ions with the total composition C6H12S.

Each line ends with the Mulliken charge.
Positions of all 19 atoms, in Å:
C -0.26861 2.29442 1.20031  -0.676
C -0.37452 0.82559 1.32910  0.047
C 0.31459 0.42131 -1.48693  -1.832
C -1.20971 -1.42317 -0.44139  -1.473
C 1.15050 -1.31727 0.13979  -1.602
C -0.01734 -0.48864 -0.31245  1.386
S 1.09912 1.46659 1.98371  -0.172
H 0.02369 2.56616 0.14593  0.181
H -0.99679 2.89813 1.79445  0.291
H -1.20478 0.25954 1.88364  0.312
H 1.08426 1.14152 -1.25477  0.391
H -0.44762 0.81595 -2.17903  0.333
H 0.84310 -0.16484 -2.16628  0.507
H -1.51070 -1.56179 0.50292  0.443
H -2.10448 -0.95673 -0.98136  0.315
H -0.84803 -2.37194 -1.03686  0.308
H 1.90898 -0.62737 0.22359  0.479
H 1.53505 -2.03711 -0.54837  0.471
H 1.02329 -1.74035 1.20400  0.295

Forces on the atoms, in the same order (eV/Å):
-0.76 -0.03 -1.55
-1.19 -3.77 -2.37
-0.38 -0.19 0.27
0.46 1.00 -5.05
-0.92 0.11 2.32
-1.36 1.80 1.33
0.77 -0.01 1.11
-0.75 0.38 1.31
0.96 -0.27 -0.69
1.49 1.22 -0.39
-0.08 0.73 0.47
-0.33 0.19 1.14
1.19 -1.57 -1.38
-1.24 -1.57 3.47
1.26 -0.60 0.49
-1.00 1.60 1.39
2.26 1.51 0.52
-0.33 -0.83 -0.62
-0.06 0.30 -1.75

Summary:
charge = 0
total energy = -17248.440 eV